1.
Computed, not measured: one molecule with the formula C4H8O, with wB97M-V/def2-TZVPD.

The geometry in ORCA input format:
```
! wB97M-V def2-TZVPD RIJCOSX def2/J DEFGRID3
* xyz 0 1
C -0.831 -1.184 0.956
O -0.114 -1.460 -0.215
C 0.273 -0.284 -0.848
C -0.270 1.115 -0.455
C 1.178 0.744 -0.268
H -0.154 -0.950 1.789
H -1.462 -2.037 1.200
H -1.441 -0.304 0.746
H 0.468 -0.533 -1.894
H -0.599 1.768 -1.254
H -0.763 1.396 0.482
H 1.902 1.202 -0.925
H 1.496 0.603 0.761
*
```

Output
**Relative energy (zero: lowest compared OMol25 entry of this formula, charge and spin)**: 195.9 kJ/mol
**Kohn-Sham gap**: 0.38159 Eh
**LUMO energy**: 1.16 eV

Here are the natural (NBO) charges for atoms 1 to 2, given in e:
1 C -0.259
2 O -0.508

2.
Computed, not measured: C15H30F15O20S10Zn2 as an isolated structure at a distorted geometry, with wB97M-V/def2-TZVPD.

The geometry in ORCA input format:
```
! wB97M-V def2-TZVPD RIJCOSX def2/J DEFGRID3
* xyz -1 1
Zn -1.331 1.193 -2.573
Zn 2.924 -1.533 0.246
C 5.616 1.109 3.335
F 5.152 2.157 2.743
F 6.841 0.940 2.742
F 5.749 1.362 4.647
S 4.412 -0.386 2.949
O 5.020 -1.653 3.371
O 3.196 -0.268 3.753
O 4.101 -0.409 1.506
C 0.691 2.096 1.101
F -0.482 2.486 1.515
F 1.253 2.971 0.249
F 1.595 2.028 2.072
S 0.400 0.368 0.272
O -0.408 0.574 -0.955
O 1.759 -0.083 -0.087
O -0.205 -0.556 1.204
C -4.102 2.112 0.924
F -5.009 3.149 0.986
F -2.921 2.732 1.107
F -4.038 1.276 1.909
S -4.244 1.089 -0.755
O -2.993 1.243 -1.478
O -4.402 -0.302 -0.348
O -5.470 1.542 -1.507
C 0.750 -4.419 2.477
F -0.410 -4.333 3.139
F 1.311 -5.601 2.667
F 0.443 -4.298 1.206
S 1.851 -2.944 3.034
O 2.011 -2.064 1.852
O 1.117 -2.260 4.076
O 3.178 -3.577 3.457
C -0.004 5.400 -1.353
F -0.765 5.005 -0.282
F -0.338 6.675 -1.551
F 1.311 5.401 -1.019
S -0.244 4.271 -2.877
O -0.540 2.943 -2.365
O -1.329 4.990 -3.643
O 1.033 4.264 -3.624
C -3.214 6.794 3.973
S -2.520 5.414 4.960
O -3.779 4.924 5.713
C -2.267 4.128 3.644
H -2.511 7.195 3.244
H -3.503 7.606 4.640
H -4.032 6.322 3.428
H -2.951 4.302 2.813
H -2.366 3.205 4.216
H -1.279 4.489 3.357
C 2.743 -3.356 -3.450
S 2.174 -3.899 -1.787
O 1.895 -2.652 -0.973
C 0.524 -4.671 -2.168
H 3.699 -2.837 -3.520
H 1.992 -2.744 -3.948
H 2.830 -4.309 -3.972
H -0.080 -4.979 -1.314
H 0.841 -5.623 -2.596
H -0.068 -4.126 -2.904
C 6.089 0.524 -2.261
S 4.280 0.340 -2.258
O 3.923 -0.847 -1.307
C 3.831 1.875 -1.273
H 6.279 1.588 -2.400
H 6.583 0.006 -3.082
H 6.478 0.222 -1.288
H 4.271 1.980 -0.281
H 2.746 1.835 -1.187
H 4.009 2.736 -1.918
C -3.690 -5.076 2.033
S -2.356 -4.850 0.710
O -2.996 -5.146 -0.647
C -2.142 -2.963 0.660
H -3.138 -4.942 2.963
H -4.134 -6.059 1.879
H -4.432 -4.327 2.312
H -1.617 -2.731 -0.266
H -1.575 -2.530 1.484
H -3.172 -2.616 0.577
C -1.988 -2.331 -5.123
S -2.385 -1.964 -3.385
O -1.907 -0.534 -3.065
C -4.161 -1.707 -3.513
H -0.906 -2.376 -5.241
H -2.534 -1.694 -5.819
H -2.246 -3.362 -5.366
H -4.635 -2.521 -4.061
H -4.524 -0.738 -3.858
H -4.559 -1.664 -2.500
*
```

Output
**Relative energy (zero: lowest compared OMol25 entry of this formula, charge and spin)**: 0.0 kJ/mol
**Kohn-Sham gap**: 0.26461 Eh
**LUMO energy**: 0.81 eV

Here are the Mulliken charges for atoms 1 to 2, given in e:
1 Zn 0.241
2 Zn 0.014

3.
Computed, not measured: C13H18N2O7STi as an isolated structure at a distorted geometry, with wB97M-V/def2-TZVPD.

The geometry in ORCA input format:
```
! wB97M-V def2-TZVPD RIJCOSX def2/J DEFGRID3
* xyz 0 3
Ti -1.505 1.270 0.288
O -1.585 -0.960 -3.407
C -1.762 -0.357 -2.205
O -1.127 0.688 -1.847
C -2.572 -1.074 -1.254
C -3.459 -2.186 -1.431
C -4.046 -2.718 -0.266
C -3.780 -2.235 1.044
C -2.829 -1.177 1.148
N -2.308 -0.603 0.036
C -2.316 -0.493 2.395
O -2.354 -1.025 3.499
O -1.778 0.676 2.168
H -1.048 -0.437 -3.999
H -3.587 -2.537 -2.465
H -4.819 -3.509 -0.412
H -4.054 -2.646 2.030
O -1.243 3.241 -0.397
N -2.562 3.283 -0.437
O -3.121 2.295 0.303
C 2.669 1.034 -2.920
C 3.040 1.137 -1.450
C 2.360 2.282 -0.657
S 1.640 1.846 1.004
O 0.341 0.974 0.506
C 2.757 0.566 1.627
C 2.269 -0.904 1.673
C 1.625 -1.289 3.007
H 3.499 0.554 -3.457
H 2.681 2.078 -3.292
H 1.737 0.491 -3.103
H 4.136 1.310 -1.316
H 2.892 0.208 -0.888
H 1.420 2.543 -1.200
H 3.060 3.125 -0.431
H 3.084 0.837 2.643
H 3.698 0.500 1.068
H 3.137 -1.589 1.492
H 1.556 -1.115 0.854
H 2.333 -1.359 3.835
H 1.058 -2.241 2.924
H 0.865 -0.486 3.290
*
```

Output
**Relative energy (zero: lowest compared OMol25 entry of this formula, charge and spin)**: 78.2 kJ/mol
**Kohn-Sham gap (alpha / beta)**: 0.20582 / 0.32768 Eh
**LUMO energy (alpha / beta)**: -0.23 / -0.23 eV

Here are the natural (NBO) charges for atoms 1 to 2, given in e:
1 Ti 1.499
2 O -0.679

4.
Computed, not measured: a 9-piece molecular cluster, C14H45BrN19O10 overall at a distorted geometry, with wB97M-V/def2-TZVPD.

The geometry in ORCA input format:
```
! wB97M-V def2-TZVPD RIJCOSX def2/J DEFGRID3
* xyz 1 1
C 3.123 0.059 2.111
C 1.716 0.426 1.620
C 1.182 1.658 2.312
O 1.370 1.843 3.428
O 0.465 2.589 1.603
C -0.602 2.029 0.852
C -1.705 1.413 1.749
N -1.874 -0.007 1.396
C -1.639 -1.010 2.145
N -1.145 -0.821 3.406
N -1.841 -2.334 1.743
Br -3.490 -2.573 0.900
H 3.273 0.371 3.137
H 3.229 -1.009 1.985
H 3.893 0.522 1.504
H 1.769 0.528 0.541
H 1.084 -0.427 1.850
H -1.056 2.818 0.261
H -0.206 1.311 0.132
H -1.463 1.583 2.792
H -2.655 1.899 1.559
H -2.218 -0.192 0.457
H -0.788 -1.713 3.733
H -1.891 -0.484 4.013
H -1.070 -2.706 1.194
C 3.750 -2.577 -1.035
O 3.455 -1.529 -0.472
N 4.894 -3.256 -0.759
N 2.951 -3.145 -1.983
H 5.158 -4.113 -1.206
H 5.502 -2.863 -0.066
H 2.102 -2.666 -2.215
H 3.174 -4.000 -2.458
C -4.103 2.368 4.727
O -3.600 3.227 4.031
N -4.839 2.649 5.835
N -3.964 1.027 4.444
H -5.259 1.951 6.419
H -4.960 3.618 6.070
H -3.427 0.794 3.633
H -4.365 0.292 4.996
C -6.580 0.525 0.031
O -5.719 0.762 -0.799
N -7.757 1.217 0.090
N -6.429 -0.455 0.966
H -8.475 1.038 0.767
H -7.894 1.946 -0.587
H -5.572 -0.971 0.921
H -7.110 -0.681 1.666
C 7.674 0.706 -0.141
O 8.849 0.415 -0.029
N 6.675 -0.195 0.095
N 7.255 1.951 -0.513
H 5.696 0.014 0.008
H 6.954 -1.118 0.368
H 7.965 2.636 -0.697
H 6.292 2.208 -0.612
C -7.104 -3.186 -1.764
O -6.385 -3.006 -0.790
N -8.258 -2.492 -1.954
N -6.805 -4.093 -2.737
H -8.860 -2.620 -2.745
H -8.504 -1.811 -1.258
H -5.958 -4.620 -2.627
H -7.380 -4.257 -3.543
C -4.931 -1.617 -5.459
O -5.973 -1.699 -6.082
N -4.859 -1.892 -4.123
N -3.753 -1.246 -6.044
H -4.017 -1.834 -3.584
H -5.711 -2.167 -3.671
H -3.775 -1.038 -7.026
H -2.885 -1.171 -5.550
C 12.230 -1.394 -1.212
O 11.685 -1.416 -2.300
N 11.842 -0.557 -0.208
N 13.284 -2.215 -0.906
H 12.281 -0.530 0.692
H 11.069 0.061 -0.393
H 13.596 -2.844 -1.622
H 13.749 -2.216 -0.019
C -0.392 4.923 -1.528
O -1.226 4.056 -1.298
N -0.290 5.526 -2.742
N 0.495 5.351 -0.586
H 0.382 6.239 -2.954
H -0.932 5.233 -3.456
H 0.446 4.926 0.324
H 1.183 6.060 -0.754
*
```

Output
**Relative energy (zero: lowest compared OMol25 entry of this formula, charge and spin)**: 0.0 kJ/mol
**Kohn-Sham gap**: 0.24014 Eh
**LUMO energy**: -3.94 eV

Here are the Mulliken charges for atoms 1 to 2, given in e:
1 C -1.348
2 C 0.367

5.
Computed, not measured: C2H2AuLiO2 as an isolated structure at a distorted geometry, with wB97M-V/def2-TZVPD.

The geometry in ORCA input format:
```
! wB97M-V def2-TZVPD RIJCOSX def2/J DEFGRID3
* xyz 1 4
O 3.146 2.147 0.645
C 4.275 1.611 0.754
C 4.385 0.184 0.357
O 2.989 -0.363 -0.134
Li 2.863 -1.903 -0.959
Au 1.751 0.901 0.005
H 4.719 -0.401 1.235
H 5.200 0.120 -0.389
*
```

Output
**Kohn-Sham gap (alpha / beta)**: 0.23674 / 0.28850 Eh
**LUMO energy (alpha / beta)**: -4.60 / -6.98 eV

Here are the natural (NBO) charges for atoms 1 to 2, given in e:
1 O -0.589
2 C 0.671

6.
Computed, not measured: an isolated ion of composition C3H5N2 and charge +1 at a distorted geometry, with wB97M-V/def2-TZVPD.

The geometry in ORCA input format:
```
! wB97M-V def2-TZVPD RIJCOSX def2/J DEFGRID3
* xyz 1 1
C 0.754 -1.711 0.679
C -0.784 -0.065 -0.387
C 0.290 0.995 -0.033
N -0.170 -1.370 -0.082
N 1.147 0.693 0.802
H -1.559 0.188 0.243
H -0.978 0.173 -1.440
H 0.276 1.909 -0.499
H -0.897 -2.072 -0.343
H 1.920 1.260 1.058
*
```

Output
**Relative energy (zero: lowest compared OMol25 entry of this formula, charge and spin)**: 487.1 kJ/mol
**Kohn-Sham gap**: 0.35468 Eh
**LUMO energy**: -6.18 eV

Here are the natural (NBO) charges for atoms 1 to 2, given in e:
1 C 0.685
2 C -0.281

7.
Computed, not measured: C37H42BNO2P2SiTc as an isolated structure, with wB97M-V/def2-TZVPD.

The geometry in ORCA input format:
```
! wB97M-V def2-TZVPD RIJCOSX def2/J DEFGRID3
* xyz 2 4
Tc 0.172 -0.214 0.246
N 0.592 -1.511 2.914
P 0.941 -2.287 1.433
C 2.579 -2.995 1.489
C 3.576 -2.481 0.663
C 4.859 -3.002 0.719
C 5.144 -4.030 1.605
C 4.153 -4.550 2.428
C 2.869 -4.042 2.368
C -0.285 -3.584 1.270
C -0.022 -4.668 0.431
C -1.006 -5.616 0.213
C -2.248 -5.482 0.820
C -2.512 -4.398 1.644
C -1.535 -3.444 1.870
P 0.289 0.121 2.628
C 1.725 1.095 3.061
C 2.433 1.777 2.081
C 3.570 2.500 2.409
C 3.997 2.538 3.728
C 3.289 1.864 4.715
C 2.153 1.149 4.389
C -1.070 0.634 3.659
C -1.480 1.964 3.598
C -2.526 2.392 4.394
C -3.152 1.501 5.258
C -2.738 0.180 5.325
C -1.700 -0.262 4.520
H 0.978 -1.851 3.790
H 3.350 -1.675 -0.026
H 5.633 -2.610 0.074
H 6.145 -4.436 1.651
H 4.383 -5.359 3.107
H 2.092 -4.473 2.989
H 0.948 -4.783 -0.036
H -0.803 -6.466 -0.423
H -3.011 -6.227 0.651
H -3.481 -4.298 2.114
H -1.749 -2.597 2.509
H 2.092 1.758 1.056
H 4.116 3.033 1.644
H 4.880 3.101 3.991
H 3.622 1.908 5.742
H 1.592 0.651 5.172
H -0.986 2.670 2.941
H -2.851 3.421 4.350
H -3.962 1.844 5.885
H -3.223 -0.506 6.006
H -1.395 -1.299 4.558
C -8.022 0.584 -1.996
C -7.720 -0.757 -1.311
C -7.587 -1.855 -2.371
C -8.889 -1.115 -0.392
C -6.408 -0.605 -0.542
C -6.374 -0.531 0.855
C -5.199 -0.344 1.579
C -4.046 -0.232 0.840
O -2.737 -0.046 1.277
B -1.985 -0.019 0.126
O -2.754 -0.153 -1.013
C -4.059 -0.301 -0.541
C -5.212 -0.486 -1.263
H -8.974 0.533 -2.524
H -7.252 0.841 -2.724
H -8.083 1.392 -1.267
H -8.542 -1.993 -2.878
H -7.303 -2.807 -1.923
H -6.853 -1.606 -3.136
H -9.773 -1.318 -0.996
H -9.141 -0.297 0.284
H -8.682 -2.006 0.202
H -7.294 -0.619 1.410
H -5.198 -0.282 2.657
H -5.188 -0.531 -2.341
C 1.700 1.548 -1.566
Si -0.147 1.150 -1.766
C -1.273 2.563 -2.166
C -0.241 -0.492 -2.675
H 2.020 1.791 -2.587
H 2.351 0.718 -1.269
H 1.920 2.420 -0.959
H -1.015 2.960 -3.152
H -1.174 3.377 -1.449
H -2.311 2.238 -2.199
H 0.187 -0.331 -3.670
H -1.259 -0.852 -2.774
H 0.378 -1.296 -2.248
*
```

Output
**Kohn-Sham gap (alpha / beta)**: 0.23607 / 0.20816 Eh
**LUMO energy (alpha / beta)**: -6.70 / -7.48 eV

Here are the Mulliken charges for atoms 1 to 2, given in e:
1 Tc -0.631
2 N -0.083

8.
Computed, not measured: a 15-piece molecular cluster, H30O15 overall at a distorted geometry, with wB97M-V/def2-TZVPD.

The geometry in ORCA input format:
```
! wB97M-V def2-TZVPD RIJCOSX def2/J DEFGRID3
* xyz 0 1
H 0.312 -0.215 1.074
H -0.892 -0.132 -0.012
H -2.949 -1.878 -1.489
H -2.461 -2.914 -0.561
H 1.323 -1.141 -1.395
H 2.175 -0.301 -0.661
H -3.064 2.077 0.713
H -2.434 2.831 -0.535
H 0.377 0.362 2.993
H 1.571 0.195 3.802
H 3.361 3.475 0.234
H 2.365 3.042 -0.856
H 1.062 1.126 -2.460
H 0.054 0.022 -2.699
H 0.896 2.774 1.243
H 0.905 3.843 2.406
H -0.688 -2.552 2.367
H -1.110 -2.799 0.972
H 3.551 1.099 0.732
H 4.789 0.557 -0.039
H -4.087 -0.742 -1.536
H -4.525 -0.413 -0.130
H 3.133 -3.389 -2.254
H 3.650 -2.272 -1.452
H -0.544 3.288 -2.238
H 0.850 3.566 -2.144
H 0.132 -4.415 -1.222
H 0.087 -4.710 0.244
H -3.237 -1.028 2.572
H -3.038 0.427 2.390
O 0.040 -0.344 0.097
O -3.209 -2.373 -0.682
O 1.637 -1.004 -0.461
O -2.714 2.925 0.375
O 0.699 -0.155 3.690
O 2.983 3.741 -0.620
O 0.882 0.391 -3.025
O 0.438 3.090 2.111
O -0.937 -2.058 1.498
O 4.138 0.358 0.700
O -4.362 0.045 -0.955
O 2.759 -2.656 -1.809
O 0.105 3.560 -2.795
O -0.291 -5.047 -0.561
O -3.729 -0.257 2.380
*
```

Output
**Relative energy (zero: lowest compared OMol25 entry of this formula, charge and spin)**: 763.3 kJ/mol
**Kohn-Sham gap**: 0.27600 Eh
**LUMO energy**: -0.84 eV

Here are the natural (NBO) charges for atoms 1 to 2, given in e:
1 H 0.480
2 H 0.435

9.
Computed, not measured: a 11-piece molecular cluster, H22O11 overall at a distorted geometry, with wB97M-V/def2-TZVPD.

The geometry in ORCA input format:
```
! wB97M-V def2-TZVPD RIJCOSX def2/J DEFGRID3
* xyz 0 1
O -2.074 1.270 2.029
H -2.091 1.704 1.193
H -1.551 0.488 1.997
O 0.070 1.752 -2.160
H -0.253 1.126 -1.517
H -0.699 1.969 -2.646
O 0.753 2.467 1.346
H 0.354 1.723 0.948
H 1.711 2.502 1.040
O 1.880 -1.490 0.657
H 2.406 -1.138 -0.060
H 1.616 -2.346 0.332
O -3.406 0.886 -2.248
H -3.193 0.092 -1.804
H -3.977 0.624 -3.004
O 2.239 -1.367 3.359
H 1.885 -2.257 3.362
H 2.135 -1.144 2.442
O 2.704 1.198 -1.622
H 1.769 1.202 -1.864
H 2.811 2.049 -1.221
O 1.614 -1.354 -2.659
H 2.065 -0.651 -2.291
H 2.238 -1.841 -3.201
O -0.942 -1.187 2.799
H -1.796 -1.108 3.200
H -0.370 -0.688 3.388
O -0.033 0.233 0.007
H -0.934 -0.064 0.088
H 0.536 -0.489 0.190
O -2.397 -1.018 -0.744
H -1.988 -1.759 -1.173
H -3.079 -1.385 -0.163
*
```

Output
**Relative energy (zero: lowest compared OMol25 entry of this formula, charge and spin)**: 153.7 kJ/mol
**Kohn-Sham gap**: 0.37548 Eh
**LUMO energy**: -0.24 eV

Here are the natural (NBO) charges for atoms 1 to 2, given in e:
1 O -0.961
2 H 0.473

10.
Computed, not measured: a 2-piece molecular cluster, C6H7ClN overall at a distorted geometry, with wB97M-V/def2-TZVPD.

The geometry in ORCA input format:
```
! wB97M-V def2-TZVPD RIJCOSX def2/J DEFGRID3
* xyz 1 1
C 1.124 -1.980 0.993
C 1.563 -0.808 1.507
C 0.060 -2.023 0.173
C 0.905 0.358 1.065
C -1.546 2.719 -1.806
C -0.421 -0.850 -0.393
N 0.049 0.287 0.040
Cl -3.139 2.618 -2.039
H 1.644 -2.849 1.436
H 2.477 -0.647 2.154
H -0.586 -2.888 -0.193
H 1.160 1.343 1.344
H -0.943 1.799 -1.574
H -1.086 3.730 -1.689
H -1.263 -0.810 -1.018
*
```

Output
**Relative energy (zero: lowest compared OMol25 entry of this formula, charge and spin)**: 93.6 kJ/mol
**Kohn-Sham gap**: 0.17610 Eh
**LUMO energy**: -7.96 eV

Here are the natural (NBO) charges for atoms 1 to 2, given in e:
1 C -0.185
2 C -0.219

- What is the formula in the first record?
  C4H8O